{
  "formula": "C16H62N18O15",
  "method": "the ωB97M-V functional and the def2-TZVPD basis",
  "species": ["C", "C", "O", "H", "H", "H", "H", "H", "H", "C", "O", "N", "N", "H", "H", "H", "H", "C", "O", "N", "N", "H", "H", "H", "H", "C", "O", "N", "N", "H", "H", "H", "H", "C", "O", "N", "N", "H", "H", "H", "H", "C", "O", "N", "N", "H", "H", "H", "H", "C", "O", "N", "N", "H", "H", "H", "H", "C", "O", "N", "N", "H", "H", "H", "H", "C", "O", "N", "N", "H", "H", "H", "H", "C", "O", "N", "N", "H", "H", "H", "H", "C", "O", "H", "H", "H", "H", "C", "O", "H", "H", "H", "H", "C", "O", "H", "H", "H", "H", "C", "O", "H", "H", "H", "H", "C", "O", "H", "H", "H", "H"],
  "positions_angstrom": [[3.21700, -0.13000, 5.28800], [4.71200, -0.39200, 5.11500], [5.21600, 0.58600, 4.22900], [3.03200, 0.52900, 6.16300], [2.73900, -1.08400, 5.55200], [2.64500, 0.13600, 4.39900], [4.88200, -1.31000, 4.56500], [5.13500, -0.55400, 6.11500], [5.89300, 0.09000, 3.72200], [-0.84000, -3.60300, 6.17400], [-1.73300, -3.59100, 5.04100], [0.46700, -3.31900, 6.05700], [-1.19900, -3.78500, 7.38600], [0.92400, -3.43600, 5.08200], [0.98200, -3.12900, 6.90400], [-2.19100, -3.89500, 7.46500], [-0.73400, -3.24800, 8.18200], [1.10800, -6.14000, 8.20300], [1.81700, -5.00500, 8.22300], [1.63300, -7.22800, 8.26100], [-0.15800, -6.16200, 8.17600], [2.66400, -7.19700, 8.16700], [1.21400, -8.15900, 8.20900], [-0.48900, -5.21100, 7.79400], [-0.76900, -6.98500, 8.10900], [3.93100, 2.05300, 12.08000], [4.91600, 2.76900, 11.47500], [3.16000, 1.14400, 11.45600], [3.80200, 1.89200, 13.40300], [3.28000, 1.17900, 10.38800], [2.30400, 0.63100, 11.78100], [4.21100, 2.63400, 14.01500], [3.15500, 1.14300, 13.88600], [1.17400, 2.62700, 6.09400], [2.21700, 2.80200, 6.94300], [0.06900, 2.04900, 6.46400], [1.05500, 3.25400, 4.95900], [-0.03500, 1.83500, 7.38600], [-0.79100, 2.17800, 6.02100], [1.80000, 3.87300, 4.74300], [0.27200, 3.10400, 4.33900], [-0.36800, -3.86400, 10.91600], [-0.22100, -2.98900, 9.84200], [-0.53500, -5.12500, 10.65900], [-0.52800, -3.43500, 12.12600], [-0.36500, -5.46400, 9.65500], [-0.31200, -5.62200, 11.53700], [-0.40400, -2.46800, 12.27200], [-0.62800, -3.95300, 13.01000], [0.95600, -0.36500, 13.31200], [-0.11500, 0.03200, 14.12100], [0.89800, -0.68800, 12.05100], [2.10400, -0.57900, 13.87700], [1.55900, -1.33200, 11.50200], [-0.05300, -0.55400, 11.59000], [2.18300, -0.39400, 14.89000], [2.89800, -0.90600, 13.29000], [-0.19600, -0.20300, 4.20000], [-0.47500, 0.99000, 3.73400], [-0.59500, -1.26800, 3.59800], [0.25300, -0.41400, 5.41300], [-0.77900, -1.23800, 2.60500], [-0.30700, -2.15500, 3.99500], [0.36800, 0.45500, 5.93000], [0.45600, -1.32600, 5.77700], [3.58600, -2.31300, 11.75900], [2.55900, -2.29500, 10.73400], [4.15100, -1.21100, 12.32400], [3.95100, -3.42100, 12.27800], [4.92600, -1.23700, 12.96800], [3.93100, -0.25800, 11.86800], [3.74100, -4.16400, 11.58600], [4.78000, -3.47200, 12.85400], [-2.55000, -0.80500, 10.99400], [-3.24500, 0.40700, 11.43500], [-3.02600, -2.00200, 11.12300], [-1.43200, -0.76100, 10.37300], [-3.86800, -2.12500, 11.68400], [-2.44100, -2.84900, 11.09200], [-1.22800, 0.17300, 10.08400], [-0.93400, -1.50000, 9.97000], [-0.43900, 2.15600, 9.86200], [-1.19600, 1.58200, 8.87100], [0.53400, 1.79300, 9.86200], [-0.79800, 2.22700, 10.77200], [-0.31600, 3.16300, 9.43900], [-1.94400, 2.15500, 8.68900], [1.08000, -0.77900, 8.34600], [1.59600, -2.08800, 8.17300], [1.60200, -0.12100, 7.66600], [1.32500, -0.47000, 9.39200], [0.04900, -0.73000, 8.19900], [1.81000, -2.58000, 8.95100], [4.21200, 0.13900, 8.71600], [3.28200, 1.13600, 8.91200], [5.08400, 0.56300, 8.22000], [3.92300, -0.68200, 8.02300], [4.36200, -0.22900, 9.73500], [2.90700, 1.31300, 8.06800], [-2.95400, -0.89900, 6.79500], [-4.23900, -0.39300, 6.41200], [-2.63100, -0.35200, 7.69700], [-2.14200, -0.88700, 6.03700], [-3.07300, -1.93300, 7.13400], [-4.15200, 0.54700, 6.22800], [4.66300, -3.70800, 8.10700], [3.88700, -3.34900, 7.03100], [5.03400, -4.67600, 8.14200], [4.19000, -3.43000, 9.08000], [5.62900, -3.18100, 8.06900], [2.99900, -3.62700, 7.15800]],
  "atomic_forces_ev_per_a": [[-0.2, -1.2, 1.1], [-1.7, -0.6, -0.8], [1.7, 0.0, -0.1], [0.0, 0.0, -1.0], [0.3, 0.0, 0.3], [0.6, 0.6, 0.0], [-0.4, -0.8, 0.3], [0.6, 0.7, -0.3], [-0.5, 1.0, 0.3], [-2.2, 1.4, -9.8], [4.9, -0.7, 6.2], [0.6, -0.7, -3.9], [-1.9, 0.3, 4.4], [-1.0, 0.3, 2.7], [0.7, 0.0, 0.3], [-0.5, 0.2, 0.3], [-0.4, -0.9, -0.6], [2.8, 9.7, -0.3], [-2.6, -3.7, -0.1], [7.6, -9.3, 0.3], [-6.5, 2.4, -1.0], [-1.0, -0.3, 0.3], [0.0, 0.9, -0.1], [-0.6, -1.4, 0.5], [0.8, 0.6, -0.2], [4.5, 1.8, -1.9], [-5.3, -3.2, 3.0], [-0.5, -0.8, -3.3], [-0.2, 0.6, 4.1], [-0.9, 0.4, 1.6], [0.9, 1.6, -0.2], [-0.5, -1.2, -0.9], [1.5, 2.4, -1.8], [4.5, 3.0, 4.0], [-3.9, -1.5, -3.6], [-0.7, -1.2, 0.3], [0.8, 0.9, -1.7], [-0.2, -0.8, 3.0], [-1.1, 0.2, -1.3], [0.4, 0.3, -0.6], [0.3, -0.3, -0.1], [0.1, 4.0, -6.5], [-0.5, -3.6, 4.7], [0.7, -2.1, 0.5], [0.1, 0.6, 3.1], [-0.2, 0.1, 1.9], [-0.4, -0.8, -1.4], [0.3, 1.3, 0.2], [0.0, 0.0, -1.2], [-7.0, 1.4, 5.5], [4.9, -1.6, -4.4], [-2.4, -0.2, -3.6], [3.0, -0.1, 2.6], [-0.5, 0.7, 0.7], [1.6, 0.0, 0.8], [-0.2, -0.4, -1.1], [-0.8, 0.4, 1.4], [-2.0, 5.4, -0.8], [1.2, -2.8, 1.2], [-0.2, -3.3, -2.8], [0.9, 1.0, 1.5], [-0.1, 0.1, 0.3], [-0.7, 0.0, -0.4], [0.2, -0.8, 0.2], [0.0, 0.0, 0.0], [-3.7, 3.7, -4.2], [5.4, 0.1, 5.3], [-0.5, 0.6, -2.3], [0.3, -4.3, -0.8], [0.1, -0.4, -0.2], [0.3, -0.7, 0.3], [0.3, 0.0, 1.2], [-0.1, -0.2, -0.2], [-5.0, 7.2, 2.7], [3.6, -6.6, -2.4], [-2.6, -3.8, 1.7], [1.9, 3.6, -0.5], [0.4, 0.3, -0.3], [-0.5, 1.2, -0.3], [0.2, 0.2, -0.4], [0.5, -1.8, -0.6], [1.9, 3.6, -4.3], [-1.5, -1.9, -1.1], [1.8, -1.2, 0.0], [-2.4, -0.1, 4.6], [0.5, 0.5, 1.0], [-0.3, -0.2, 0.2], [2.4, -0.5, 2.1], [-0.2, 0.3, -2.2], [-0.1, 0.1, -0.1], [-0.3, 0.1, -0.9], [-1.9, 0.0, -0.4], [-0.1, 0.0, 1.3], [1.1, -1.2, -0.5], [-0.4, 0.0, -0.1], [0.6, 0.0, 0.5], [-0.5, 0.2, 0.7], [0.9, -0.5, -0.5], [-1.0, 1.6, -1.2], [0.1, 0.2, 0.8], [0.5, -0.4, -0.3], [0.2, -0.1, -0.3], [-0.8, 0.2, 0.1], [-0.3, 0.2, -0.4], [0.0, -0.1, 0.0], [0.6, 2.3, 1.6], [1.1, 0.5, -1.4], [-0.1, -2.6, -0.1], [0.2, -0.3, -0.5], [-0.4, 0.6, -0.2], [-1.1, -0.6, 0.5]],
  "lumo_energy_ev": -0.62,
  "energy_ha": -2760.86291,
  "gap_ev": 7.94,
  "total_charge": 0
}